Density functional theory data (ωB97M-V with the def2-TZVPD basis set) for 23 unconnected molecules or ions with the total composition C45H66Cl44F16N4O3S at a distorted geometry.

Positions of all 179 atoms, in Å:
N -1.746 -1.606 5.576
C -0.844 -1.251 4.931
O 0.239 -1.239 4.123
C -0.221 -1.469 2.787
C -0.316 -2.800 2.250
C 0.097 -4.051 3.066
F -0.990 -4.643 3.676
F 0.950 -3.747 4.113
F 0.802 -4.970 2.320
C -0.866 -2.913 0.846
C -1.052 -4.321 0.198
C -2.001 -5.306 1.025
O -3.008 -4.607 1.762
C -2.728 -6.314 -0.001
N -4.187 -6.050 -0.142
C -1.233 -1.726 0.070
C -1.787 -1.832 -1.393
C -3.305 -2.292 -1.406
C -4.250 -1.320 -0.606
C -5.759 -1.752 -0.693
O -5.899 -3.114 -0.218
C -1.085 -0.337 0.649
N -1.417 0.748 -0.174
C -1.197 1.892 0.516
C -1.454 3.267 -0.234
C -0.048 4.007 -0.239
C 0.257 4.908 -1.483
F -0.961 5.503 -1.855
F 1.068 5.947 -1.062
C 0.768 4.160 -2.764
F 0.200 2.893 -2.778
F 0.321 4.782 -3.910
C 2.356 3.902 -2.790
F 2.490 2.701 -3.464
F 2.722 3.727 -1.486
C 3.125 5.024 -3.577
F 2.612 6.279 -3.396
F 2.931 4.758 -4.914
S 4.982 5.135 -3.296
F 5.280 4.751 -4.871
F 5.139 3.565 -2.929
F 4.802 5.600 -1.755
F 4.945 6.713 -3.750
F 6.590 5.297 -3.096
C -0.731 2.014 1.918
N -0.429 0.951 2.667
C -0.587 -0.259 2.014
H -1.442 -4.313 -0.840
H -0.042 -4.818 0.144
H -1.400 -5.965 1.709
H -3.086 -5.099 2.598
H -2.282 -6.318 -1.034
H -2.606 -7.369 0.391
H -4.393 -6.071 -1.146
H -4.673 -6.873 0.231
H -1.606 -0.908 -1.988
H -1.227 -2.653 -1.923
H -3.430 -3.334 -1.014
H -3.661 -2.308 -2.471
H -4.129 -0.297 -1.041
H -3.933 -1.347 0.468
H -6.357 -1.092 -0.001
H -6.128 -1.697 -1.751
H -6.851 -3.234 -0.078
H -2.209 3.827 0.369
H -1.813 3.058 -1.276
H 0.742 3.236 -0.068
H -0.044 4.676 0.667
H -0.600 3.023 2.373
C -4.342 0.700 5.975
Cl -6.004 1.201 5.632
Cl -3.199 1.462 4.865
H -4.090 0.989 6.992
H -4.268 -0.378 5.868
C -1.630 -3.283 8.608
Cl -2.125 -4.882 8.031
Cl -2.152 -3.014 10.277
H -0.547 -3.210 8.561
H -2.078 -2.525 7.971
C -0.379 -6.231 11.200
Cl -0.269 -7.880 11.832
Cl 1.129 -5.345 11.456
H -0.586 -6.274 10.135
H -1.184 -5.712 11.711
C 7.269 5.785 0.463
Cl 6.838 4.571 1.673
Cl 8.000 7.211 1.207
H 7.977 5.338 -0.230
H 6.373 6.088 -0.069
C -0.865 7.715 2.258
Cl -1.337 7.881 0.564
Cl -0.530 6.027 2.663
H 0.029 8.306 2.435
H -1.676 8.073 2.886
C 4.523 1.834 1.920
Cl 3.131 1.613 0.849
Cl 5.433 0.330 2.097
H 5.178 2.592 1.500
H 4.170 2.150 2.898
C 6.248 1.651 -5.685
Cl 8.014 1.709 -5.602
Cl 5.690 0.491 -6.897
H 5.859 1.357 -4.713
H 5.878 2.638 -5.948
C -3.022 -2.994 -6.050
Cl -3.365 -4.122 -4.739
Cl -2.411 -1.491 -5.362
H -2.271 -3.416 -6.719
H -3.936 -2.797 -6.604
C 8.936 3.136 -2.343
Cl 8.482 1.977 -1.088
Cl 9.760 4.540 -1.648
H 9.601 2.648 -3.050
H 8.039 3.472 -2.852
C -3.311 -10.087 -1.306
Cl -4.046 -8.813 -2.284
Cl -2.807 -9.485 0.281
H -4.036 -10.883 -1.164
H -2.438 -10.470 -1.828
C 5.771 -2.921 -5.559
Cl 4.285 -3.827 -5.871
Cl 6.149 -2.877 -3.832
H 6.592 -3.398 -6.088
H 5.643 -1.902 -5.914
C -0.542 -6.399 -4.280
Cl -1.004 -8.017 -4.826
Cl -1.091 -6.098 -2.624
H 0.541 -6.311 -4.314
H -0.994 -5.663 -4.939
C -4.604 9.388 0.615
Cl -5.930 8.284 0.238
Cl -4.298 9.456 2.357
H -3.706 9.042 0.114
H -4.861 10.383 0.265
C -2.702 4.238 -5.751
Cl -3.380 4.043 -7.372
Cl -3.790 3.634 -4.506
H -1.764 3.693 -5.691
H -2.526 5.295 -5.571
C -4.367 4.710 6.801
Cl -3.577 5.573 5.477
Cl -3.278 4.506 8.180
H -5.237 5.277 7.121
H -4.673 3.729 6.447
C 1.359 -11.361 11.970
Cl 3.100 -11.083 12.086
Cl 0.987 -12.638 10.805
H 0.984 -11.656 12.946
H 0.877 -10.442 11.649
C -6.159 9.391 -3.548
Cl -7.822 8.817 -3.395
Cl -5.689 10.374 -2.156
H -5.495 8.533 -3.613
H -6.075 9.993 -4.448
C -2.251 -4.903 -9.468
Cl -2.603 -6.050 -8.169
Cl -1.645 -3.372 -8.823
H -1.497 -5.332 -10.123
H -3.162 -4.713 -10.028
C 10.730 6.405 3.831
Cl 10.291 5.198 5.045
Cl 11.463 7.831 4.576
H 11.443 5.964 3.139
H 9.835 6.708 3.297
C 7.895 -6.046 -2.238
Cl 9.661 -6.009 -2.160
Cl 7.331 -7.215 -3.439
H 7.506 -6.326 -1.263
H 7.533 -5.058 -2.510
C 1.368 -1.999 -4.130
Cl 0.037 -3.102 -4.506
Cl 1.654 -1.901 -2.389
H 2.271 -2.359 -4.616
H 1.117 -1.008 -4.502
C -8.456 4.986 -0.387
Cl -7.945 6.379 -1.347
Cl -7.201 4.494 0.757
H -9.352 5.251 0.167
H -8.667 4.156 -1.056

Forces on atoms 1 to 3 (eV/Å):
N 0.992 1.119 -0.481
C 0.856 -1.677 -0.546
O -2.312 0.398 0.506

Its net charge is 0. The value obtained for the HOMO-LUMO gap is 7.26 eV. As for the LUMO energy: -1.3 eV. Its total energy is -24443.2418 Ha.